Entry 1:
Density functional theory data (ωB97M-V with the def2-TZVPD basis set) for one molecule with the formula C2H3P.

Results
- HOMO-LUMO gap: 0.2988 Ha
- SMILES string: C#CP
- E: -419.0509 hartree
- HOMO: -9.092 eV

The geometry in ORCA input format:
```
! wB97M-V def2-TZVPD RIJCOSX def2/J DEFGRID3
* xyz 0 1
C -2.3341 -0.5117 0.1328
C -0.6185 -0.0675 -0.3211
P 0.7924 -0.9535 0.0073
H -2.4208 0.3804 0.7971
H 0.7514 -1.1198 1.4244
H 1.9435 -0.2076 -0.0613
*
```

=====

Entry 2:
Density functional theory data (ωB97M-V with the def2-TZVPD basis set) for a 2-piece molecular cluster, C2H3PS overall.

Results
- HOMO-LUMO gap (spin up / spin down): 0.2857 / 0.2862 Ha
- E: -817.3101 hartree
- HOMO (spin up / spin down): -8.405 / -8.662 eV

The geometry in ORCA input format:
```
! wB97M-V def2-TZVPD RIJCOSX def2/J DEFGRID3
* xyz 0 1
C -2.5308 -0.3341 0.3448
C 1.4821 -0.4592 0.1980
P 1.8739 0.7791 -0.7729
S -3.1727 0.3222 -0.9420
H -1.5717 -0.0089 0.7380
H 0.7253 -1.0467 0.5385
H 3.1939 0.7477 -0.1043
*
```

=====

Entry 3:
Density functional theory data (ωB97M-V with the def2-TZVPD basis set) for one molecule with the formula C2H3PS3.

Results
- HOMO-LUMO gap: 0.2886 Ha
- E: -1613.7940 hartree
- HOMO: -8.369 eV

The geometry in ORCA input format:
```
! wB97M-V def2-TZVPD RIJCOSX def2/J DEFGRID3
* xyz 0 1
C -0.3295 0.7851 -0.2827
C 0.0060 -1.4842 -0.0181
P -1.9174 1.1243 0.0453
S 1.1178 1.6114 -0.4946
S 1.7435 -1.4139 -0.2224
S 2.1844 0.2971 0.8250
H -0.5402 -1.3987 0.8485
H -0.6115 -1.9881 -0.7555
H -1.6531 2.4671 0.0544
*
```